{"formula": "F12NO3P2Rb", "method": "ωB97M-V/def2-TZVPD", "e_above_lowest_kj_mol": 0.0, "e_lumo_ev": 4.355, "total_charge": -2, "orbital_gap_ev": 7.65, "max_force_ev_per_a": 1.0, "symbols": ["Rb", "P", "F", "F", "F", "F", "F", "F", "P", "F", "F", "F", "F", "F", "F", "N", "O", "O", "O"], "positions_angstrom": [[-0.4356, 0.3548, -1.0033], [-1.5729, 0.1627, 2.8844], [-3.1478, 0.0470, 2.5260], [-1.5051, 1.5611, 2.0737], [-1.9484, 0.9391, 4.2602], [-0.0105, 0.3003, 3.2242], [-1.6374, -1.2603, 3.6758], [-1.2077, -0.6586, 1.5166], [3.4198, 0.6673, -1.5629], [2.4328, 1.7609, -0.8697], [3.8071, 0.0709, -0.1070], [2.1719, -0.3682, -1.6376], [4.3605, -0.4309, -2.2805], [3.0205, 1.2605, -3.0112], [4.6642, 1.6937, -1.4714], [-3.1058, -1.5134, -2.0618], [-2.0044, -1.9926, -1.6740], [-3.8151, -2.1982, -2.8286], [-3.4861, -0.3961, -1.6530]], "atomic_forces_ev_per_a": [[-0.287, -0.227, 0.324], [-0.573, -0.750, 0.245], [0.150, -0.023, 0.055], [0.041, 0.246, -0.221], [0.054, 0.128, -0.087], [0.300, -0.033, 0.074], [0.017, 0.244, -0.036], [0.062, 0.267, 0.025], [0.525, -0.106, 0.315], [-0.036, 0.041, 0.089], [-0.092, 0.135, -0.189], [-0.261, -0.209, -0.129], [0.091, -0.069, -0.007], [-0.122, 0.086, -0.190], [-0.070, 0.122, -0.015], [-0.068, -0.987, 0.002], [-0.088, 0.565, -0.168], [0.027, 0.497, 0.165], [0.328, 0.073, -0.253]], "lowdin_charge": [1.0299, 0.1328, -0.1676, -0.1863, -0.1819, -0.1601, -0.1805, -0.2614, 0.1185, -0.2061, -0.1634, -0.2680, -0.1676, -0.1722, -0.1699, -0.6436, -0.1716, -0.0755, -0.1058]}


{"formula": "C25H23ClN2PRh", "method": "ωB97M-V/def2-TZVPD", "e_above_lowest_kj_mol": 0.0, "e_lumo_ev": [-5.623, -10.656], "total_charge": 2, "s_squared": 6.018, "multiplicity": 5, "orbital_gap_ev": [9.09, 4.01], "max_force_ev_per_a": 7.3, "symbols": ["Rh", "Cl", "P", "C", "C", "C", "C", "C", "C", "C", "C", "C", "C", "C", "C", "C", "C", "C", "C", "C", "C", "H", "H", "H", "H", "H", "H", "H", "H", "H", "H", "H", "H", "H", "H", "H", "H", "H", "N", "C", "N", "C", "C", "C", "C", "C", "C", "H", "H", "H", "H", "H", "H"], "positions_angstrom": [[0.7112, 0.3429, 1.5055], [1.7249, 0.7784, 3.4939], [0.4083, 1.1052, -0.4092], [-0.9113, 0.1153, -1.1627], [-0.6730, -0.7530, -2.2372], [-1.7555, -1.3933, -2.8443], [-3.0515, -1.2111, -2.3573], [-3.2630, -0.4760, -1.1837], [-2.1896, 0.2074, -0.5922], [0.1305, 2.8824, -0.7473], [0.9091, 3.8061, -0.0390], [0.7788, 5.1744, -0.3217], [-0.1558, 5.6148, -1.2651], [-0.9402, 4.6850, -1.9539], [-0.7964, 3.3115, -1.7102], [1.9517, 0.7114, -1.3003], [2.9146, 0.1441, -0.4822], [4.1443, -0.2589, -1.0203], [4.4072, -0.0297, -2.3766], [3.4354, 0.5558, -3.1952], [2.1885, 0.9277, -2.6691], [1.6300, 3.4585, 0.7049], [1.4018, 5.8916, 0.1995], [-0.2824, 6.6859, -1.4498], [-1.6593, 5.0260, -2.6894], [-1.3393, 2.5818, -2.3156], [0.3441, -0.9149, -2.5939], [-1.5863, -2.0389, -3.7064], [-3.9010, -1.6385, -2.8846], [-4.2600, -0.4238, -0.7495], [-2.3212, 0.8023, 0.3164], [2.6661, 0.0157, 0.6091], [4.8730, -0.7489, -0.3863], [5.3778, -0.3193, -2.7861], [3.6428, 0.7106, -4.2530], [1.4136, 1.3645, -3.3065], [0.2548, -3.9861, -2.6939], [1.0004, -3.9056, -2.6416], [0.1457, -3.6881, 2.5042], [0.7075, -2.6586, 1.8088], [0.1356, -1.5173, 2.1875], [-0.8279, -1.7907, 3.1695], [-1.7499, -0.9767, 3.8293], [-2.6164, -1.6037, 4.7320], [-2.5611, -2.9848, 5.0003], [-1.6256, -3.7796, 4.3169], [-0.7913, -3.1683, 3.3986], [0.3596, -4.6826, 2.4458], [1.4771, -2.7441, 1.0529], [-1.7862, 0.0937, 3.6104], [-3.3591, -0.9886, 5.2425], [-3.2291, -3.4669, 5.7237], [-1.5023, -4.8448, 4.4720]], "atomic_forces_ev_per_a": [[0.768, -1.881, 5.484], [-0.164, 0.324, -0.555], [-0.471, 2.883, -6.657], [0.109, -0.018, 0.428], [-0.151, -0.238, -0.147], [0.323, 0.121, -0.001], [0.115, 0.230, 0.358], [0.403, 0.354, 0.088], [-0.577, -0.357, -0.094], [-0.353, -0.207, 0.320], [-0.041, 0.494, -0.191], [-0.086, -0.519, -0.004], [-0.004, -0.253, 0.200], [0.221, -0.410, 0.162], [0.120, 0.262, -0.121], [-0.513, 0.109, 0.135], [0.493, -0.453, -0.028], [-0.246, 0.114, 0.075], [-0.171, -0.085, 0.466], [-0.475, 0.128, 0.185], [0.350, -0.177, 0.150], [-0.152, 0.199, -0.158], [-0.066, -0.068, -0.002], [0.087, -0.449, 0.029], [0.078, -0.066, 0.018], [-0.035, 0.280, 0.316], [-0.343, 0.048, -0.028], [-0.027, 0.239, 0.199], [0.194, -0.093, 0.188], [0.249, 0.102, -0.114], [-0.209, -0.088, -0.339], [0.741, -0.082, -0.718], [0.067, 0.120, -0.082], [-0.374, 0.095, 0.095], [-0.060, 0.011, 0.261], [0.343, -0.099, 0.219], [0.332, 0.035, 0.044], [-0.322, -0.033, -0.034], [0.579, 0.320, -0.169], [-1.319, -0.660, 1.233], [0.060, -0.297, -0.407], [0.134, -0.361, -0.175], [-0.038, -0.267, 0.060], [0.029, 0.485, -0.111], [0.800, -0.501, -0.586], [-0.377, -0.054, 0.416], [-0.094, 0.532, -0.389], [0.172, 0.494, -0.204], [-0.107, -0.165, 0.138], [-0.146, -0.295, 0.283], [0.231, -0.223, -0.106], [0.279, 0.408, -0.338], [-0.358, 0.013, 0.207]], "lowdin_charge": [0.7653, 0.2151, 0.8765, -0.3678, -0.0694, -0.0471, -0.0247, -0.0346, -0.0915, -0.3419, -0.0855, -0.0416, -0.0324, -0.0406, -0.0644, -0.3648, -0.1293, -0.0396, -0.0304, -0.0289, -0.0540, 0.1028, 0.1184, 0.1275, 0.1191, 0.1134, 0.0993, 0.1190, 0.1265, 0.1225, 0.1092, 0.0497, 0.1183, 0.1279, 0.1251, 0.1274, 0.0150, 0.0215, 0.1596, -0.0876, -0.0982, -0.2380, -0.0159, -0.0480, -0.0269, 0.0166, -0.1842, 0.1870, 0.1429, 0.1072, 0.1211, 0.1279, 0.1259]}


{"formula": "C37H33OP2STl", "method": "ωB97M-V/def2-TZVPD", "e_lumo_ev": 0.498, "total_charge": 0, "orbital_gap_ev": 8.05, "max_force_ev_per_a": 0.9, "symbols": ["Tl", "C", "C", "P", "C", "C", "C", "C", "C", "C", "C", "C", "C", "C", "C", "C", "C", "P", "C", "C", "C", "C", "C", "C", "C", "C", "C", "C", "C", "C", "H", "H", "H", "H", "H", "H", "H", "H", "H", "H", "H", "H", "H", "H", "H", "H", "H", "H", "H", "H", "H", "H", "H", "H", "H", "H", "C", "C", "O", "S", "C", "C", "C", "C", "C", "C", "C", "C", "H", "H", "H", "H", "H", "H", "H"], "positions_angstrom": [[0.4577, -1.4422, -1.0977], [3.3398, 0.4119, 2.0502], [4.0118, -0.1180, 0.7790], [3.0598, 0.0802, -0.8106], [3.6594, 1.6617, -1.5029], [3.3005, 1.9498, -2.8218], [3.7554, 3.1022, -3.4398], [4.5417, 4.0031, -2.7334], [4.8467, 3.7567, -1.4044], [4.4099, 2.5904, -0.7903], [4.0615, -1.1495, -1.7676], [3.9197, -2.4835, -1.3745], [4.6634, -3.4863, -1.9723], [5.5530, -3.1724, -2.9894], [5.6767, -1.8600, -3.4128], [4.9372, -0.8518, -2.8069], [2.2260, -0.4958, 2.5866], [0.6501, -0.3548, 1.6003], [-0.5306, -1.2570, 2.6632], [-0.1517, -2.3566, 3.4304], [-1.1054, -3.1016, 4.1097], [-2.4484, -2.7706, 4.0132], [-2.8340, -1.6719, 3.2571], [-1.8832, -0.9159, 2.5917], [0.2841, 1.3898, 2.0206], [-0.1000, 1.7662, 3.3058], [-0.2914, 3.1040, 3.6125], [-0.0939, 4.0770, 2.6414], [0.3039, 3.7095, 1.3651], [0.4895, 2.3703, 1.0542], [2.9398, 1.4149, 1.8788], [4.1055, 0.4977, 2.8249], [4.1810, -1.1903, 0.8774], [4.9897, 0.3475, 0.6376], [2.6650, 1.2572, -3.3630], [3.5002, 3.2992, -4.4730], [4.9110, 4.8965, -3.2200], [5.4318, 4.4741, -0.8432], [4.6576, 2.4132, 0.2488], [3.2156, -2.7404, -0.5912], [4.5451, -4.5118, -1.6466], [6.1504, -3.9508, -3.4464], [6.3569, -1.6185, -4.2197], [5.0588, 0.1674, -3.1422], [1.9974, -0.2343, 3.6221], [2.5573, -1.5379, 2.5632], [0.8906, -2.6413, 3.5022], [-0.8013, -3.9479, 4.7128], [-3.1901, -3.3699, 4.5254], [-3.8816, -1.4078, 3.1831], [-2.1785, -0.0578, 2.0027], [-0.2562, 1.0101, 4.0660], [-0.5914, 3.3908, 4.6126], [-0.2533, 5.1204, 2.8816], [0.4668, 4.4682, 0.6100], [0.7771, 2.0752, 0.0519], [-9.4292, -2.0342, -3.2807], [-8.1255, -1.9034, -2.5435], [-7.1278, -2.5210, -2.7861], [-8.2205, -0.6642, -1.2440], [-6.4941, -0.3623, -0.9305], [-5.6714, -1.3646, -0.4341], [-4.3103, -1.1395, -0.3351], [-3.7538, 0.0840, -0.7326], [-4.6095, 1.1068, -1.1507], [-5.9703, 0.8824, -1.2583], [-2.3316, 0.2063, -0.8002], [-1.1144, 0.2509, -0.9264], [-9.4878, -3.0001, -3.7780], [-9.4529, -1.2539, -4.0436], [-10.2766, -1.8857, -2.6131], [-6.0925, -2.3187, -0.1510], [-3.6547, -1.9204, 0.0271], [-4.1955, 2.0687, -1.4225], [-6.6358, 1.6603, -1.6091]], "atomic_forces_ev_per_a": [[-0.167, -0.222, -0.130], [-0.037, -0.125, -0.087], [-0.273, 0.240, -0.009], [0.729, -0.162, -0.143], [-0.170, -0.038, 0.071], [-0.049, 0.027, 0.080], [0.004, -0.012, -0.030], [0.007, 0.004, -0.009], [0.021, 0.062, 0.003], [0.004, -0.034, 0.015], [-0.109, 0.034, 0.031], [0.026, 0.047, -0.060], [-0.025, 0.006, 0.042], [0.051, -0.062, -0.033], [0.010, -0.017, -0.036], [-0.013, -0.020, 0.093], [-0.120, -0.003, -0.190], [0.239, 0.113, 0.827], [-0.022, -0.015, -0.103], [0.021, 0.041, -0.025], [-0.041, -0.055, 0.021], [0.042, -0.018, 0.027], [-0.062, 0.004, 0.018], [0.059, -0.053, -0.031], [-0.024, -0.040, -0.178], [0.014, 0.023, -0.027], [-0.001, 0.015, 0.055], [0.006, -0.007, -0.006], [0.037, 0.083, 0.004], [-0.019, -0.063, -0.020], [0.078, 0.053, 0.094], [-0.005, 0.059, -0.005], [0.048, -0.024, 0.013], [0.030, -0.084, -0.031], [0.031, 0.003, -0.045], [-0.028, -0.002, 0.010], [-0.033, 0.024, 0.022], [0.009, -0.020, 0.010], [0.034, 0.012, -0.021], [0.008, -0.034, 0.010], [0.005, 0.003, 0.002], [-0.036, 0.003, -0.038], [0.008, 0.040, 0.022], [0.031, 0.059, -0.006], [0.001, -0.040, 0.014], [0.042, 0.022, 0.035], [-0.013, -0.011, 0.011], [0.022, -0.004, -0.026], [-0.010, 0.032, 0.016], [0.012, 0.028, -0.017], [-0.078, 0.018, -0.059], [-0.022, 0.005, 0.011], [-0.021, -0.012, -0.007], [0.015, 0.001, 0.000], [-0.016, -0.026, -0.020], [-0.061, 0.017, -0.019], [-0.005, -0.060, -0.127], [0.203, 0.048, 0.166], [-0.110, -0.006, -0.158], [0.100, 0.146, 0.144], [-0.316, -0.138, -0.125], [0.053, 0.089, 0.058], [-0.038, 0.063, 0.009], [-0.151, -0.200, -0.089], [0.042, 0.072, 0.022], [0.005, -0.074, 0.084], [0.196, 0.174, 0.072], [-0.233, 0.070, -0.136], [0.022, -0.029, 0.084], [-0.044, 0.025, 0.029], [-0.022, 0.000, -0.015], [0.003, -0.027, -0.029], [0.018, -0.019, -0.036], [0.033, -0.027, -0.033], [0.051, 0.016, -0.063]], "lowdin_charge": [0.5195, -0.2937, -0.3317, 0.9534, -0.3817, -0.1180, -0.0786, -0.0858, -0.0798, -0.0842, -0.3729, -0.1593, -0.0794, -0.0896, -0.0807, -0.0764, -0.3377, 0.9304, -0.3752, -0.0931, -0.0867, -0.0880, -0.0767, -0.0995, -0.3690, -0.0875, -0.0794, -0.0864, -0.0737, -0.1097, 0.0891, 0.1114, 0.0734, 0.0828, 0.1136, 0.1059, 0.1028, 0.1041, 0.0941, 0.0599, 0.1057, 0.1024, 0.1036, 0.0933, 0.0867, 0.0759, 0.0926, 0.1021, 0.1016, 0.1062, 0.0996, 0.1085, 0.1024, 0.1013, 0.1050, 0.0762, -0.0824, -0.7437, 0.0405, 0.9976, -0.5371, -0.0899, -0.0266, -0.2578, -0.0288, -0.1003, -0.1974, -0.2886, 0.0849, 0.0889, 0.0685, 0.1110, 0.1151, 0.1156, 0.1007]}


{"formula": "C3H8N4", "method": "ωB97M-V/def2-TZVPD", "e_above_lowest_kj_mol": 178.0, "e_lumo_ev": 0.761, "smiles": "[H]/N=C/N/C(CN)=N/[H]", "total_charge": 0, "orbital_gap_ev": 9.69, "max_force_ev_per_a": 4.4, "symbols": ["C", "C", "C", "H", "H", "H", "H", "H", "H", "H", "H", "N", "N", "N", "N"], "positions_angstrom": [[0.1424, -0.3573, 0.9824], [-0.6541, -0.4488, -0.2956], [0.8817, 1.0700, -1.5450], [-1.5932, -0.2517, 2.3056], [-0.2000, -1.1777, 2.7953], [0.7742, 0.6153, 1.1112], [1.0309, -1.1468, 0.9309], [-1.9818, -1.7972, 0.3827], [-0.6821, 0.0346, -2.2537], [0.8482, 1.3851, -2.6286], [2.3586, 2.2157, -1.3502], [-0.7588, -0.8231, 2.0333], [-1.7428, -1.1311, -0.4336], [-0.2063, 0.2919, -1.3207], [1.7831, 1.5211, -0.7140]], "atomic_forces_ev_per_a": [[1.964, -0.721, 0.649], [-1.442, -1.487, 2.153], [1.517, 1.877, -0.120], [1.644, -0.499, -0.392], [-0.561, 0.294, 0.393], [-1.724, -1.319, -0.218], [-1.817, 1.355, -0.061], [0.959, 1.975, -1.403], [0.734, 0.551, 2.308], [0.272, -0.245, 1.078], [-1.120, -1.809, 1.881], [0.118, 0.232, 0.545], [0.685, -0.668, 0.513], [-1.072, -0.465, -4.287], [-0.156, 0.929, -3.038]], "lowdin_charge": [-0.2319, -0.4799, -0.3145, 0.1022, 0.0595, 0.1079, 0.1571, 0.0786, 0.1797, 0.1268, 0.0829, -0.0455, 0.0993, 0.0397, 0.0380]}


{"formula": "C3H5NO2S2", "method": "ωB97M-V/def2-TZVPD", "e_above_lowest_kj_mol": 199.4, "e_lumo_ev": 0.424, "smiles": "NC(=S)OCSC=O", "total_charge": 0, "orbital_gap_ev": 9.11, "max_force_ev_per_a": 3.2, "symbols": ["C", "C", "C", "H", "H", "H", "H", "H", "N", "O", "O", "S", "S"], "positions_angstrom": [[-1.9631, -0.0321, -0.1454], [0.1207, -1.1168, 0.6201], [2.4399, 0.3181, -0.6506], [-1.7271, 2.0631, -0.0025], [-0.2408, 1.2206, 0.1062], [0.3052, -0.3288, 1.4225], [-0.0078, -2.0704, 1.3206], [3.2640, 0.2014, -1.3568], [-1.2068, 1.1779, -0.1434], [-1.1854, -1.1920, -0.1298], [2.1540, 1.2405, 0.0226], [-3.5713, -0.2554, -0.5109], [1.6185, -1.2261, -0.5524]], "atomic_forces_ev_per_a": [[1.278, 0.607, -1.501], [-0.452, -1.738, 1.282], [-0.702, -1.807, 0.315], [0.408, -1.248, -0.268], [0.464, -0.238, 0.123], [-0.714, -0.324, -1.607], [0.996, 1.612, -2.011], [0.342, 0.380, -0.263], [-2.827, -0.991, 0.380], [1.511, 2.248, 1.761], [-0.122, 2.241, 0.700], [1.305, 0.691, 0.666], [-1.488, -1.434, 0.424]], "lowdin_charge": [-0.8970, -0.3866, -0.6363, 0.1168, 0.0381, 0.1039, 0.1334, 0.0770, 0.1013, -0.2121, -0.0138, 0.6315, 0.9435]}


{"formula": "C12H12N2O", "method": "ωB97M-V/def2-TZVPD", "e_above_lowest_kj_mol": 230.1, "e_lumo_ev": 0.686, "smiles": "C[C@]12c3ccccc3NC=N[C@H]1[C@@H]2C=O", "total_charge": 0, "orbital_gap_ev": 8.67, "max_force_ev_per_a": 5.9, "symbols": ["C", "C", "C", "C", "C", "C", "C", "C", "C", "C", "C", "C", "N", "N", "O", "H", "H", "H", "H", "H", "H", "H", "H", "H", "H", "H", "H"], "positions_angstrom": [[2.5944, -1.5951, -0.6522], [3.2688, -0.4087, -0.8377], [1.2786, -1.5335, -0.2418], [2.5955, 0.7778, -0.6351], [0.5708, -0.3573, 0.0038], [1.2558, 0.8919, -0.2258], [-1.8689, -0.0601, -0.5161], [-3.2330, -0.6062, -0.6100], [-1.5349, 0.8651, 0.6498], [-0.2382, 2.9955, 0.1501], [-0.8563, -0.6340, 0.4675], [-1.1641, -1.6931, 1.4717], [0.9225, 2.2933, -0.1507], [-1.2695, 2.2929, 0.4970], [-3.8718, -0.6856, -1.6259], [3.0703, -2.5473, -0.8238], [4.3018, -0.3910, -1.1492], [0.7461, -2.4617, -0.1008], [3.1536, 1.6904, -0.8030], [-1.4703, 0.2323, -1.4842], [-3.6637, -0.9296, 0.3585], [-2.2978, 0.8245, 1.4242], [-0.2648, 4.0637, 0.0934], [-2.0830, -1.4572, 2.0044], [-0.3565, -1.7610, 2.1961], [-1.2933, -2.6629, 0.9936], [1.7078, 2.8571, -0.4538]], "atomic_forces_ev_per_a": [[-0.075, -0.129, 0.047], [-0.128, 0.160, -0.021], [0.269, -0.002, -0.099], [0.147, -0.065, -0.049], [-0.123, -0.107, -0.044], [0.254, -0.310, -0.073], [0.334, 0.300, -0.108], [-0.251, -0.033, 0.261], [-0.574, -0.791, 0.178], [-1.079, -5.768, 0.606], [0.860, 5.115, -0.412], [0.010, 0.054, -0.036], [0.398, 0.764, -0.128], [0.093, 1.315, -0.269], [0.012, -0.024, -0.068], [0.059, -0.102, 0.007], [0.088, 0.018, -0.024], [-0.068, -0.103, 0.042], [0.018, 0.074, 0.005], [0.031, -0.018, 0.083], [-0.116, -0.055, -0.003], [0.011, -0.312, -0.050], [0.135, 0.377, -0.079], [-0.073, -0.026, 0.035], [0.039, -0.050, 0.070], [-0.020, -0.145, 0.012], [-0.248, -0.138, 0.119]], "lowdin_charge": [-0.0868, -0.0895, -0.0470, -0.0511, -0.0888, -0.1125, -0.1440, -0.2377, -0.1646, -0.1597, -0.2861, -0.0367, 0.0551, 0.0657, 0.0665, 0.1025, 0.1044, 0.1100, 0.1048, 0.1581, 0.1270, 0.1225, 0.1137, 0.0805, 0.0948, 0.0880, 0.1109]}